1.
Computed, not measured: a cluster of 2 separate species, C4H8O in total in a non-equilibrium geometry, with wB97M-V/def2-TZVPD.

The geometry in XYZ format:
```
13
Properties=species:S:1:pos:R:3:lowdin_spin:R:1
C -2.3427 0.2595 5.2826 0.00
C -1.9274 0.6366 4.0874 0.00
H -2.4878 1.0047 6.0576 0.00
H -2.6358 -0.7522 5.5305 0.00
H -2.0795 1.6279 3.6762 0.00
H -1.5886 -0.0890 3.3527 0.00
C 2.5081 -0.5707 -2.5872 0.51
C 1.3117 -0.7206 -3.3072 0.23
O 0.5862 0.3225 -3.3833 0.22
H 3.2802 -1.3256 -2.6327 0.02
H 2.6820 0.3593 -2.0588 0.02
H 1.1854 -1.6565 -3.8435 0.01
H -0.1411 0.1164 -4.0093 0.00
```

Output
Multiplicity: 2
Energy above the lowest of the compared OMol25 structures with the same formula, charge and spin, kcal/mol: 49.2
Orbital gap (spin up / spin down), eV: 6.3 / 2.8
HOMO energy (spin up / spin down), eV: -11.526 / -11.526
Net charge: +1
E, Ha: -232.0306
Expectation value of S²: 0.755

---

2.
Computed, not measured: the ion C4H8O2 with charge -2 in a non-equilibrium geometry, with wB97M-V/def2-TZVPD.

The geometry in XYZ format:
```
14
Properties=species:S:1:pos:R:3:mulliken_charge:R:1
O 1.6322 2.3186 -1.3387 -0.96
C 0.6140 1.7787 -0.5962 -0.49
C 0.6006 0.2527 -0.4842 -0.31
C -0.6269 -0.2782 0.2916 -0.41
C -0.5860 -1.7702 0.7137 -0.43
O -1.7908 -2.3026 1.0309 -0.94
H 0.6094 2.1367 0.4674 0.14
H -0.3738 2.1430 -0.9785 0.18
H 1.5229 -0.0304 0.0407 0.19
H 0.5675 -0.2425 -1.4526 0.29
H -0.7144 0.2815 1.2262 0.24
H -1.5566 -0.1409 -0.2629 0.24
H 0.1974 -1.8604 1.5164 0.14
H -0.0952 -2.2861 -0.1737 0.12
```

Output
Energy above the lowest of the compared OMol25 structures with the same formula, charge and spin, kcal/mol: 2.4
Orbital gap, eV: 6.5
HOMO energy, eV: 0.954
Net charge: -2
E, Ha: -307.5442

---

3.
Computed, not measured: the molecule C4H8O2, with wB97M-V/def2-TZVPD.

The geometry in XYZ format:
```
14
Properties=species:S:1:pos:R:3:mulliken_charge:R:1
C 1.7390 0.4406 -0.0746 -1.44
C 0.8353 -0.5797 0.6283 0.66
O 0.3685 -0.2677 1.8144 -0.76
C -0.6150 -0.6593 0.0069 -0.66
C -1.2750 0.4603 -0.5165 -0.09
O -2.5371 0.8016 -0.2878 -0.45
H 1.3182 1.4475 0.0230 0.38
H 1.9083 0.2025 -1.1339 0.29
H 2.7098 0.4469 0.4316 0.33
H 1.2952 -1.5883 0.5045 0.28
H -1.2295 -1.4096 0.5004 0.50
H -0.8867 -0.7521 -1.2115 0.19
H -0.7510 1.1805 -1.1389 0.37
H -2.8799 0.2769 0.4542 0.39
```

Output
Energy above the lowest of the compared OMol25 structures with the same formula, charge and spin, kcal/mol: 113.0
Orbital gap, eV: 8.3
HOMO energy, eV: -8.028
E, Ha: -307.5323

---

4.
Computed, not measured: a cluster of 2 separate species, C4H8O2 in total, with wB97M-V/def2-TZVPD.

The geometry in XYZ format:
```
14
Properties=species:S:1:pos:R:3:mulliken_charge:R:1
O 1.0644 1.0301 -0.7986 -0.55
C 1.2484 0.0579 0.2057 0.22
C 0.1265 -0.2842 1.1038 -0.41
C -0.7896 -0.9489 0.1216 -0.44
C 0.6609 -1.3033 0.1453 -0.46
H 1.2834 0.6474 -1.6574 0.31
H 2.2325 0.1303 0.6711 0.30
H 0.1091 -0.3103 2.1842 0.27
H -1.4692 -1.6956 0.5314 0.25
H -1.1955 -0.3754 -0.7107 0.23
H 1.1226 -2.2553 0.3700 0.28
O -1.5872 2.0072 -1.0036 -0.69
H -2.1040 1.6369 -0.2804 0.31
H -0.6634 1.8173 -0.7642 0.36
```

Output
Energy above the lowest of the compared OMol25 structures with the same formula, charge and spin, kcal/mol: 66.4
Orbital gap, eV: 10.8
HOMO energy, eV: -9.939
E, Ha: -307.6066

---

5.
Computed, not measured: a cluster of 2 separate species, C4H8O2 in total in a non-equilibrium geometry, with wB97M-V/def2-TZVPD.

The geometry in XYZ format:
```
14
Properties=species:S:1:pos:R:3:mulliken_charge:R:1
C -0.2534 0.4927 2.1220 -0.72
C -1.0688 -0.3036 1.4546 0.09
O -1.8096 0.1875 0.4048 -0.46
H 0.3171 0.1179 2.9592 0.24
H -0.1174 1.5283 1.8502 0.26
H -1.2016 -1.3690 1.5725 0.27
H -2.3485 -0.4953 0.0643 0.32
C 0.6830 0.7655 -1.9406 -0.72
C 1.5120 -0.1985 -1.1229 0.08
O 1.0559 -1.2384 -0.7020 -0.46
H 1.3652 1.4976 -2.3760 0.30
H -0.0825 1.2743 -1.3577 0.22
H 0.1770 0.1495 -2.6819 0.23
H 2.5849 0.0092 -0.9422 0.35
```

Output
Energy above the lowest of the compared OMol25 structures with the same formula, charge and spin, kcal/mol: 48.2
Orbital gap, eV: 9.9
HOMO energy, eV: -8.970
E, Ha: -307.6357

---

6.
Computed, not measured: a cluster of 2 separate species, C4H8O2 in total, with wB97M-V/def2-TZVPD.

The geometry in XYZ format:
```
14
Properties=species:S:1:pos:R:3:mulliken_charge:R:1
C -1.2285 0.7361 0.6924 -0.76
C 0.0546 0.7812 1.0409 0.10
C 1.1538 1.3588 0.1999 -0.96
H -1.9861 0.2975 1.3366 0.28
H -1.5730 1.1405 -0.2581 0.22
H 0.3554 0.3620 2.0024 0.30
H 1.8854 0.5850 -0.0594 0.23
H 1.6834 2.1536 0.7389 0.33
H 0.7592 1.7778 -0.7319 0.27
O 1.1024 -1.6463 -1.0406 -0.51
C 0.0037 -1.9570 -0.6594 0.21
O -1.1207 -1.8008 -1.3696 -0.41
H -0.2263 -2.4230 0.3078 0.38
H -0.8634 -1.3652 -2.2001 0.32
```

Output
Energy above the lowest of the compared OMol25 structures with the same formula, charge and spin, kcal/mol: 27.4
Orbital gap, eV: 10.6
HOMO energy, eV: -9.689
E, Ha: -307.6687

---

7.
Computed, not measured: the molecule C4H8O2 in a non-equilibrium geometry, with wB97M-V/def2-TZVPD.

The geometry in XYZ format:
```
14
Properties=species:S:1:pos:R:3:mulliken_charge:R:1
O 1.5261 -1.4002 -0.4637 -0.65
C 1.2732 -0.0776 -0.7505 -0.45
C 0.4845 0.6710 0.5006 -0.13
C -0.9077 1.2018 0.1522 -0.73
C -0.7224 -0.0910 0.9098 0.13
O -0.8990 -1.5774 0.1707 -0.64
H 0.4882 -1.7861 -0.2380 0.46
H 0.5607 0.0326 -1.5894 0.20
H 2.1816 0.5199 -0.9771 0.35
H 1.1658 1.1493 1.2203 0.32
H -1.1574 1.1152 -0.9070 0.20
H -1.3914 2.0717 0.6181 0.27
H -1.1008 -0.3095 1.9060 0.33
H -1.5315 -1.4968 -0.5647 0.33
```

Output
Energy above the lowest of the compared OMol25 structures with the same formula, charge and spin, kcal/mol: 78.2
Orbital gap, eV: 10.1
HOMO energy, eV: -9.325
E, Ha: -307.5879

---

8.
Computed, not measured: the molecule C4H8O2 in a non-equilibrium geometry, with wB97M-V/def2-TZVPD.

The geometry in XYZ format:
```
14
Properties=species:S:1:pos:R:3:mulliken_charge:R:1
C -1.3269 0.8846 0.0854 -1.21
C -0.2422 0.1208 0.8034 0.11
C 0.2021 -1.2044 0.2581 -0.40
O 0.0140 -1.2640 -1.1199 -0.49
C 1.1532 0.2698 0.3703 -0.20
O 1.4987 0.7753 -0.8563 -0.52
H -1.4245 1.8720 0.5435 0.35
H -1.1061 1.0343 -0.9742 0.22
H -2.2895 0.3734 0.1654 0.33
H -0.3712 0.0699 1.8789 0.36
H 1.1884 -1.4861 0.6623 0.36
H -0.2949 -2.1220 -1.3996 0.29
H 1.9477 0.4536 1.1080 0.45
H 1.0510 0.2225 -1.5254 0.35
```

Output
Energy above the lowest of the compared OMol25 structures with the same formula, charge and spin, kcal/mol: 84.3
Orbital gap, eV: 8.7
HOMO energy, eV: -7.994
E, Ha: -307.5782

---

9.
Computed, not measured: a structure of composition C4H8O2 in a non-equilibrium geometry, with wB97M-V/def2-TZVPD.

The geometry in XYZ format:
```
14
Properties=species:S:1:pos:R:3:mulliken_charge:R:1
C -0.7312 -0.5516 -0.9772 -1.03
C 0.2844 -0.1150 -0.0006 0.39
C -0.1141 -0.7989 1.3996 -1.31
C 0.4677 1.3496 0.0814 0.50
H -1.6919 -0.2779 -0.6367 0.37
H -0.7452 -1.6657 -1.1587 0.31
H -0.5867 0.1755 -1.9925 0.20
H 1.4590 -0.3200 -0.3053 0.25
H -0.0269 -2.1360 1.3448 0.25
H -1.0984 -0.6899 1.7739 0.36
H 0.6584 -0.4587 1.8883 0.43
H 1.1129 1.5149 -1.7121 0.38
O 0.7773 2.0474 -0.8918 -0.45
O 0.2345 1.9263 1.1868 -0.66
```

Output
Energy above the lowest of the compared OMol25 structures with the same formula, charge and spin, kcal/mol: 70.3
Orbital gap, eV: 10.1
HOMO energy, eV: -9.814
E, Ha: -307.6003

---

10.
Computed, not measured: the molecule C4H8O2, with wB97M-V/def2-TZVPD.

The geometry in XYZ format:
```
14
Properties=species:S:1:pos:R:3:mulliken_charge:R:1
C 1.9140 0.3736 -0.0734 -1.28
C 0.8856 -0.5923 0.4578 0.24
O -0.0507 -0.0918 1.4062 -0.44
C -0.5542 -0.6188 0.1760 -0.27
C -1.3636 0.3247 -0.6712 -0.32
O -2.6809 0.3922 -0.1562 -0.51
H 1.4899 1.3569 -0.2905 0.35
H 2.3938 -0.0186 -0.9767 0.30
H 2.6947 0.5032 0.6851 0.31
H 1.3069 -1.5587 0.7465 0.39
H -1.0684 -1.5756 0.3078 0.40
H -1.4498 -0.0606 -1.6938 0.25
H -0.8956 1.3183 -0.7134 0.27
H -2.6219 0.2474 0.7958 0.32
```

Output
Energy above the lowest of the compared OMol25 structures with the same formula, charge and spin, kcal/mol: 46.7
Orbital gap, eV: 11.4
HOMO energy, eV: -10.392
E, Ha: -307.6380

---

11.
Computed, not measured: the molecule C4H8O2, with wB97M-V/def2-TZVPD.

The geometry in XYZ format:
```
14
Properties=species:S:1:pos:R:3:mulliken_charge:R:1
O -0.3713 0.3545 1.6838 -0.60
C 0.0917 1.2776 0.7256 -0.50
C 0.1476 0.8004 -0.7803 -0.56
C -0.2131 -0.6608 -1.0098 0.04
C 0.1627 -1.6144 0.0346 -0.34
O -1.1961 -1.1314 -0.0950 -0.51
H -1.0986 -0.1230 1.2435 0.39
H -0.5396 2.1744 0.7879 0.32
H 1.0936 1.5572 1.0655 0.30
H -0.5324 1.4216 -1.3811 0.28
H 1.1540 0.9477 -1.1940 0.29
H -0.3241 -0.9983 -2.0424 0.41
H 0.8494 -1.2219 0.7896 0.18
H 0.1337 -2.6893 -0.0463 0.31
```

Output
Energy above the lowest of the compared OMol25 structures with the same formula, charge and spin, kcal/mol: 63.1
Orbital gap, eV: 10.8
HOMO energy, eV: -9.741
E, Ha: -307.6119

---

12.
Computed, not measured: a cluster of 2 separate species, C4H8O2 in total, with wB97M-V/def2-TZVPD.

The geometry in XYZ format:
```
14
Properties=species:S:1:pos:R:3:mulliken_charge:R:1
C -0.0462 0.5107 -1.6454 -0.80
C 0.9963 0.3763 -0.8383 0.11
O 1.1373 -0.5356 0.1488 -0.34
C 0.0252 -1.3530 0.3554 -0.57
C -1.2213 -0.6369 0.8266 0.07
O -1.2885 0.4516 1.3380 -0.42
H -0.0497 1.3417 -2.3213 0.26
H -0.8861 -0.1588 -1.7674 0.25
H 1.8784 1.0062 -0.9097 0.40
H -0.2290 -1.9555 -0.5303 0.37
H 0.3126 -2.0404 1.1562 0.34
H -2.1181 -1.2766 0.7529 0.33
H 0.4737 1.8816 1.6752 -0.23
H 1.0152 2.3887 1.7593 0.22
```

Output
Energy above the lowest of the compared OMol25 structures with the same formula, charge and spin, kcal/mol: 73.9
Orbital gap, eV: 10.1
HOMO energy, eV: -9.203
E, Ha: -307.5947

---

13.
Computed, not measured: the molecule C4H8O2 in a non-equilibrium geometry, with wB97M-V/def2-TZVPD.

The geometry in XYZ format:
```
14
Properties=species:S:1:pos:R:3:mulliken_charge:R:1
C -1.0237 2.2960 -1.4136 -0.52
O -0.1772 1.2130 -1.2832 -0.35
C -0.2672 0.6233 -0.0237 -0.22
C 0.2333 -0.5795 0.2586 -0.07
O 0.0566 -1.4031 1.3581 -0.37
C 1.1006 -2.4204 1.2822 -0.72
H -0.4911 3.2667 -0.8093 0.22
H -1.8302 1.9070 -0.6917 0.29
H -1.3798 2.2760 -2.5624 0.23
H -0.7315 1.5025 0.7753 0.23
H 0.7144 -0.7811 -0.6565 0.39
H 1.0022 -2.8863 2.2836 0.22
H 0.7354 -2.9572 0.4476 0.35
H 2.0581 -2.0570 1.0350 0.33
```

Output
Energy above the lowest of the compared OMol25 structures with the same formula, charge and spin, kcal/mol: 116.7
Orbital gap, eV: 9.3
HOMO energy, eV: -8.244
E, Ha: -307.5265

---

14.
Computed, not measured: the molecule C4H8O2 in a non-equilibrium geometry, with wB97M-V/def2-TZVPD.

The geometry in XYZ format:
```
14
Properties=species:S:1:pos:R:3:mulliken_charge:R:1
C 2.0475 0.1615 0.9269 -0.48
O 0.8062 0.5017 0.9967 -0.19
C 0.0746 1.1046 0.0904 -0.31
C -0.7803 -1.3389 -0.7625 -0.53
O -1.6278 -0.6383 0.1178 -0.36
C -1.3703 0.7670 0.1680 -0.34
H 2.4657 -0.2784 1.8185 0.28
H 0.2775 -1.2838 -0.4602 0.21
H 2.5969 0.3514 0.0103 0.31
H 0.5779 1.3422 -0.8473 0.32
H -1.0883 -2.3870 -0.7254 0.25
H -0.8599 -0.9772 -1.8003 0.27
H -1.8246 1.0956 1.1094 0.26
H -1.8864 1.2853 -0.6559 0.31
```

Output
Energy above the lowest of the compared OMol25 structures with the same formula, charge and spin, kcal/mol: 114.0
Orbital gap (spin up / spin down), eV: 8.1 / 8.4
HOMO energy (spin up / spin down), eV: -7.656 / -7.786
E, Ha: -307.5308

---

15.
Computed, not measured: the molecule C4H8O2 in a non-equilibrium geometry, with wB97M-V/def2-TZVPD.

The geometry in XYZ format:
```
14
Properties=species:S:1:pos:R:3:mulliken_charge:R:1
C 2.2400 -0.4191 -0.1067 -0.79
O 1.1724 0.1398 0.6725 -0.37
C 0.0395 -0.0960 -0.1021 -0.22
C -0.8382 1.1221 -0.2310 -0.53
C -1.3790 0.0257 0.6063 -0.06
O -2.2279 -0.9066 -0.0383 -0.52
H 2.4946 0.0862 -1.0720 0.26
H 1.9754 -1.4829 -0.3014 0.32
H 2.9599 -0.5937 0.6421 0.38
H -0.0076 -0.8223 -0.8866 0.40
H -1.3846 1.4291 -1.1326 0.26
H -0.3781 1.9829 0.3072 0.23
H -1.5882 0.0866 1.6861 0.34
H -3.0783 -0.5516 -0.0434 0.29
```

Output
Energy above the lowest of the compared OMol25 structures with the same formula, charge and spin, kcal/mol: 76.0
Orbital gap, eV: 10.1
HOMO energy, eV: -8.968
E, Ha: -307.5913

---

16.
Computed, not measured: the molecule C4H8O2 in a non-equilibrium geometry, with wB97M-V/def2-TZVPD.

The geometry in XYZ format:
```
14
Properties=species:S:1:pos:R:3:mulliken_charge:R:1
C 1.4061 -0.0091 -0.4212 -1.28
C 0.1673 0.0295 0.3769 0.62
C -0.6288 1.0521 0.5480 -0.23
O -0.3468 2.2583 0.0906 -0.51
C -0.7606 -1.1608 0.4301 -0.72
O -1.0677 -1.7549 -0.7975 -0.49
H 2.2321 -0.4093 0.1591 0.29
H 1.2790 -0.6559 -1.2853 0.28
H 1.7701 0.9418 -0.8088 0.40
H -1.5252 1.1872 1.1242 0.36
H 0.5383 2.2616 -0.2760 0.29
H -0.0196 -1.7799 0.9538 0.28
H -1.6399 -1.1285 1.0838 0.38
H -1.4826 -1.0592 -1.3295 0.34
```

Output
Energy above the lowest of the compared OMol25 structures with the same formula, charge and spin, kcal/mol: 61.7
Orbital gap, eV: 9.3
HOMO energy, eV: -8.548
E, Ha: -307.6140

---

17.
Computed, not measured: a structure of composition C4H8O2, with wB97M-V/def2-TZVPD.

The geometry in XYZ format:
```
14
Properties=species:S:1:pos:R:3:mulliken_charge:R:1
O 1.1380 -1.9941 0.7452 -0.64
C 1.0390 -0.1332 -1.4789 -0.38
C 0.0913 0.1701 -0.6020 -0.10
C -0.2924 1.3155 0.2979 -0.43
C -1.4499 0.3924 0.7146 -0.26
O -1.0327 -0.5831 -0.2783 -0.44
H 0.2583 -1.9953 0.3417 0.39
H 2.0005 0.3678 -1.4547 0.27
H 0.9138 -0.9291 -2.2054 0.24
H 1.3242 -1.0480 0.7633 0.37
H 0.3964 1.6662 1.0697 0.25
H -0.5998 2.1491 -0.3357 0.24
H -2.4747 0.7083 0.5079 0.26
H -1.3854 0.0092 1.7408 0.24
```

Output
Energy above the lowest of the compared OMol25 structures with the same formula, charge and spin, kcal/mol: 60.2
Orbital gap, eV: 9.8
HOMO energy, eV: -8.965
E, Ha: -307.6165

---

18.
Computed, not measured: the molecule C4H8O2, with wB97M-V/def2-TZVPD.

The geometry in XYZ format:
```
14
Properties=species:S:1:pos:R:3:mulliken_charge:R:1
O 2.1638 -1.0631 -0.3499 -0.52
C 1.1394 -0.1853 -0.7656 -0.33
C 0.3944 0.4034 0.4081 -0.09
C -0.8770 1.1827 0.1651 -0.69
C -0.9449 -0.1780 0.7804 -0.16
O -1.4568 -1.2813 0.0895 -0.55
H 1.7546 -1.7142 0.2342 0.30
H 0.4278 -0.6993 -1.4323 0.17
H 1.6287 0.5961 -1.3543 0.29
H 1.0406 0.7334 1.2189 0.36
H -1.1973 1.2932 -0.8708 0.23
H -1.0863 2.0512 0.7834 0.25
H -1.1974 -0.2476 1.8347 0.38
H -1.6925 -1.0117 -0.8041 0.34
```

Output
Energy above the lowest of the compared OMol25 structures with the same formula, charge and spin, kcal/mol: 46.0
Orbital gap, eV: 10.7
HOMO energy, eV: -9.765
E, Ha: -307.6392

---

19.
Computed, not measured: a cluster of 2 separate species, C4H8O2 in total, with wB97M-V/def2-TZVPD.

The geometry in XYZ format:
```
14
Properties=species:S:1:pos:R:3:mulliken_charge:R:1
O -0.3338 -0.8442 1.9445 -0.54
C -0.3806 0.0293 1.1185 0.53
C -0.2272 1.4663 0.9211 -0.63
C -1.2140 0.6319 0.0339 -0.03
O -0.9389 0.7593 -1.3315 -0.53
H -0.5424 2.0899 1.7566 0.27
H 0.5942 1.8652 0.3177 0.25
H -2.2757 0.6002 0.2888 0.33
H -1.3113 0.0262 -1.8472 0.32
C 1.3446 -1.3273 -0.6669 -0.93
H 2.3901 -1.1291 -0.4130 0.27
H 0.9150 -0.5109 -1.2496 0.21
H 1.1988 -2.3121 -1.1241 0.31
H 0.7812 -1.3446 0.2513 0.17
```

Output
Energy above the lowest of the compared OMol25 structures with the same formula, charge and spin, kcal/mol: 79.8
Orbital gap, eV: 9.6
HOMO energy, eV: -9.166
E, Ha: -307.5853